114
Properties=species:S:1:pos:R:3:forces:R:3 method="wB97M-V/def2-TZVPD" relative_energy_ev=0.382 total_charge=-1 orbital_gap_ev=6.3
C -1.81233 -3.53150 -1.37819 -0.126 -0.389 0.481
C -0.92714 -3.74324 -0.57624 -0.056 0.853 -0.090
P 0.49014 -3.83840 0.68667 0.518 -1.860 1.014
C 1.99707 -4.06665 1.85887 -0.245 0.154 -0.136
N 0.97919 -5.42002 -0.07621 -0.143 0.470 -0.058
C -0.69969 -4.66037 1.94902 -0.491 0.202 -0.594
N -1.48604 -5.78734 1.38790 0.430 -0.182 0.577
O 0.01162 -2.29579 1.35891 -0.177 0.117 -0.743
C 0.15354 -1.27278 0.42974 0.480 0.930 0.083
C -0.07659 0.06563 1.14692 -0.165 -0.021 -0.171
N -0.27210 1.22185 0.26104 -0.326 -0.030 0.564
C -1.60493 1.30035 -0.34366 0.680 0.111 -0.715
C 1.51331 -1.53038 -0.27192 -0.119 -0.014 -1.438
C 1.51424 -1.00158 -1.73322 -0.289 0.300 0.599
O 2.82500 -0.75542 -2.21787 -0.130 -0.354 -0.229
C 3.28500 -1.77589 -3.09141 -0.043 0.415 -0.243
C 2.96293 -1.44822 -4.57426 0.699 -0.549 0.315
C 4.23721 -1.42474 -5.44520 -0.667 0.296 0.057
P 2.89548 -0.83913 0.78970 -0.072 -0.517 1.398
C 3.26319 0.89117 0.23421 -0.136 -0.266 -0.393
C 4.47608 -1.71414 0.42637 0.174 0.518 -0.554
O 1.53739 -2.94167 -0.42799 0.268 0.366 0.482
H -2.75173 -3.51669 -1.87761 0.063 0.089 -0.344
H 1.94066 -4.99627 2.42874 -0.231 0.047 0.014
H 2.09377 -3.21737 2.54222 0.125 -0.051 -0.083
H 2.88727 -4.16622 1.23842 0.101 0.213 0.056
H 1.82625 -5.23684 -0.60612 0.144 -0.019 0.154
H 0.29685 -5.64868 -0.79265 -0.097 -0.063 0.045
H -0.16621 -4.93172 2.86642 0.167 -0.038 -0.099
H -1.41715 -3.88545 2.22670 0.009 0.015 -0.061
H -0.83858 -6.56147 1.26137 0.009 0.053 -0.231
H -2.11680 -6.10348 2.12010 -0.137 0.005 -0.114
H -0.57196 -1.26899 -0.40227 -0.310 -0.505 0.277
H -1.01233 -0.05776 1.69855 0.052 -0.043 0.090
H 0.68624 0.27967 1.89835 0.182 -0.064 -0.143
H 0.43509 1.24331 -0.45537 0.024 0.023 -0.025
H -2.30820 0.61133 0.11911 -0.020 0.059 0.206
H -1.96863 2.33112 -0.29984 -0.237 -0.063 0.118
H -1.56199 1.02872 -1.40728 -0.175 -0.024 0.037
H 0.91836 -0.08458 -1.84137 0.237 0.066 0.058
H 1.00170 -1.76866 -2.31620 -0.007 -0.009 -0.098
H 2.86117 -2.74051 -2.80761 -0.025 0.002 0.123
H 4.36664 -1.84228 -2.94926 0.028 0.058 -0.028
H 2.46999 -0.48124 -4.64247 -0.116 0.009 0.210
H 2.28021 -2.22656 -4.91864 -0.119 0.227 -0.321
H 4.50642 -2.42941 -5.76576 0.210 0.024 -0.017
H 4.06681 -0.79456 -6.32055 0.073 -0.222 -0.169
H 5.06015 -0.96806 -4.89516 0.083 -0.110 0.030
H 2.42980 1.36167 -0.28955 -0.005 -0.072 0.040
H 4.11415 0.93176 -0.44787 0.026 0.049 0.085
H 3.44674 1.46868 1.13885 0.207 0.056 -0.036
H 4.80176 -1.63146 -0.61600 -0.105 -0.171 0.027
H 5.23459 -1.20294 1.02900 -0.099 0.007 0.068
H 4.45899 -2.74949 0.75016 -0.210 -0.071 -0.059
O -4.71006 -3.37372 -3.57993 -0.136 -0.307 -0.069
S -5.80643 -2.52188 -3.91904 0.137 0.514 0.041
O -7.15382 -2.92241 -3.64308 0.075 -0.145 0.005
O -5.68639 -2.11894 -5.46152 -0.086 0.119 0.140
C -5.58589 -3.18363 -6.42364 0.032 -0.442 -0.321
C -6.90395 -3.89863 -6.65112 -0.115 0.017 0.198
C -5.52298 -0.92622 -3.23565 -0.016 0.114 -0.110
H -4.80206 -3.87934 -6.11812 -0.018 0.054 0.127
H -5.25739 -2.70700 -7.34571 0.027 0.175 0.108
H -7.22681 -4.43097 -5.75792 0.030 -0.007 0.001
H -6.80225 -4.62312 -7.46006 0.065 0.052 -0.040
H -7.68705 -3.18500 -6.90870 0.024 0.001 -0.056
H -4.50699 -0.62138 -3.47221 0.007 -0.040 -0.006
H -5.65234 -1.01290 -2.15942 -0.021 -0.067 -0.001
H -6.25067 -0.22800 -3.64047 -0.029 -0.015 0.032
O 3.19003 4.66096 -0.22008 0.033 0.271 -0.122
S 2.76696 5.29432 0.99170 -0.205 -0.368 0.529
O 2.09775 6.56231 0.95544 0.102 0.034 -0.240
O 4.02665 5.40457 1.97465 -0.152 -0.029 0.066
C 5.21127 6.04319 1.47392 0.388 0.234 -0.230
C 5.07570 7.55152 1.38477 -0.206 0.045 -0.046
C 1.80937 4.17984 1.95884 0.060 -0.040 0.021
H 5.48086 5.60931 0.50879 -0.124 -0.038 -0.004
H 5.99884 5.78238 2.17966 -0.127 -0.127 0.088
H 4.33224 7.84036 0.64359 0.010 -0.025 -0.010
H 6.02985 7.99814 1.10128 0.045 -0.068 0.044
H 4.76029 7.96434 2.34331 0.055 -0.007 0.019
H 2.32589 3.22640 2.02465 -0.003 -0.001 0.008
H 0.85467 4.05468 1.45100 0.043 -0.032 -0.094
H 1.65690 4.60898 2.94547 0.058 0.020 -0.003
O 3.87654 0.46862 3.67560 0.203 0.332 -0.147
S 3.44788 1.11836 4.86977 -0.185 -0.269 0.370
O 2.76790 2.38055 4.81463 0.077 0.005 -0.173
O 4.69380 1.24373 5.86699 -0.195 -0.002 0.109
C 5.87776 1.88525 5.36223 0.427 0.270 -0.244
C 5.72870 3.39064 5.24209 -0.233 0.032 -0.059
C 2.48495 0.00279 5.83098 0.042 -0.019 0.103
H 6.15700 1.43636 4.40681 -0.132 -0.043 -0.004
H 6.66236 1.64409 6.07769 -0.132 -0.123 0.092
H 4.98852 3.65948 4.48900 0.023 -0.016 -0.016
H 6.68132 3.83941 4.95669 0.048 -0.070 0.046
H 5.40299 3.82016 6.18993 0.057 -0.003 0.018
H 3.00822 -0.94681 5.89806 0.007 0.004 -0.037
H 1.53792 -0.12337 5.31016 0.040 0.010 -0.089
H 2.32146 0.43625 6.81437 0.010 0.024 -0.016
O -7.49469 1.31864 -1.41164 0.024 0.153 -0.183
S -7.92593 1.90238 -0.17764 0.143 -0.213 0.515
O -8.37977 3.25940 -0.13867 0.016 -0.025 -0.187
O -6.78527 1.68945 0.91253 -0.313 0.010 -0.036
C -5.44952 2.14503 0.60209 0.572 0.226 -0.147
C -5.30989 3.65243 0.67366 -0.246 0.075 -0.062
C -9.14384 0.87305 0.56930 0.007 -0.066 0.032
H -5.15114 1.76172 -0.37521 -0.136 -0.026 -0.017
H -4.80796 1.67516 1.34456 -0.170 -0.124 0.056
H -5.89994 4.14533 -0.09778 0.014 -0.019 -0.021
H -4.26646 3.93640 0.53653 0.033 -0.092 0.040
H -5.65560 4.02347 1.63872 0.062 -0.019 0.027
H -8.79101 -0.15459 0.56272 0.026 0.015 -0.004
H -10.04853 0.96886 -0.02673 0.029 0.033 -0.047
H -9.32257 1.22229 1.58255 0.022 0.024 -0.007